23
Properties=species:S:1:pos:R:3:forces:R:3:nbo_charge:R:1 method="wB97M-V/def2-TZVPD" lumo_energy_ev="3.5 / 3.5" charge=-1 multiplicity=2 e_tot_ev=-10000.558 homo_ha="0.0408 / -0.1998" gap_ev="2.43 / 8.93"
C 0.1130 -2.7470 1.1772 0.1427 -0.7147 -1.3288 -0.62
C -0.2447 -1.4045 0.5563 -0.3517 -0.1514 1.0587 -0.08
C 0.4976 -0.2895 1.3522 -0.1117 -0.0745 -1.2928 -0.46
C 0.2773 1.0205 0.6810 -0.0393 1.1274 0.6321 -0.24
C 1.0704 1.6634 -0.1709 0.2767 -0.2396 -0.9923 -0.22
C 0.6382 2.6963 -1.2024 1.9953 -0.4508 2.0775 -0.86
N -1.6854 -1.2655 0.4584 -0.4421 -0.2544 0.1727 -0.85
H -0.3418 -3.5500 0.5856 -0.1584 0.0873 0.0484 0.21
H 1.1837 -2.8888 1.0181 0.1271 -0.0437 0.4394 0.20
H -0.1617 -2.9383 2.2061 -0.0304 0.4265 0.4124 0.19
H 0.1264 -1.4470 -0.4689 0.2445 0.3606 0.0169 0.18
H 1.5355 -0.5777 1.2365 0.5158 0.1156 0.4730 0.20
H 0.1647 -0.2625 2.3887 0.0987 -0.2526 0.1619 0.19
H -0.6137 1.5709 0.9895 -0.4188 -0.4310 -0.5278 0.18
H 2.0977 1.3498 -0.3493 -0.1130 -0.5815 0.0937 0.17
H -0.3650 2.9801 -0.9115 -0.1574 0.4898 -0.9518 0.22
H 1.4348 3.4493 -1.1589 -0.6380 0.7272 0.0851 0.19
H 0.8617 2.2392 -2.1686 -0.9383 -0.0083 -0.2559 0.17
H -2.1731 -1.5752 1.2899 0.1687 0.0772 0.1049 0.34
H -1.9979 -0.3312 0.2362 0.1564 0.1153 -0.2647 0.37
H -0.2892 0.3618 -2.1330 0.0453 -0.0353 -0.2521 0.40
H -0.9983 1.1535 -3.2526 0.1469 -0.0766 -0.0586 0.36
O -1.1301 0.7924 -2.3596 -0.5191 -0.2125 0.1484 -1.24

23
Properties=species:S:1:pos:R:3:forces:R:3:nbo_charge:R:1 method="wB97M-V/def2-TZVPD" lumo_energy_ev=0.6 charge=0 e_tot_ev=-10000.530 homo_ha=-0.2841 gap_ev=8.34
C 1.5752 -1.0322 -1.1384 -2.8974 0.0918 1.4983 -0.35
N 0.7178 -0.3330 0.2244 2.2401 -1.0401 -1.6856 -0.48
C 1.9217 0.7906 0.6857 1.2290 -0.4607 -0.5889 0.20
O 3.0084 0.2478 0.2778 -0.0244 1.0099 0.8781 -0.82
C -0.7129 0.0452 0.1274 -0.5401 -0.2125 -0.6036 0.12
C -1.1353 0.7783 1.4090 0.3788 -0.0736 -0.1432 -0.62
C -0.9291 0.9580 -1.0841 0.1318 -0.0719 0.1402 -0.62
C -1.5617 -1.2254 -0.0222 0.1029 0.1426 -0.0540 -0.62
H 1.5920 -0.2716 -1.9102 0.1595 0.0311 0.1996 0.21
H 2.5392 -1.4696 -0.9033 -0.2060 0.6309 0.4913 0.26
H 0.8922 -1.8423 -1.3869 -0.1714 0.0632 -0.3166 0.17
H 0.8163 -1.0508 0.9395 0.0246 -0.0405 -0.0437 0.39
H 1.5722 1.7006 0.1577 -0.1583 0.0564 0.0834 0.09
H 1.7670 0.8757 1.7756 -0.2723 0.0037 0.0795 0.11
H -2.1998 1.0068 1.3783 -0.0301 -0.0859 -0.0815 0.22
H -0.9416 0.1666 2.2892 0.0031 -0.0355 0.0883 0.21
H -0.5985 1.7178 1.5156 0.0888 0.0597 0.0364 0.22
H -0.7248 0.4317 -2.0154 0.0312 -0.0161 -0.0358 0.21
H -0.2877 1.8380 -1.0303 -0.0195 -0.0219 -0.0249 0.22
H -1.9653 1.2938 -1.1108 -0.0267 -0.0158 0.0279 0.22
H -1.4166 -1.8919 0.8290 0.0051 -0.0334 0.0415 0.21
H -1.3103 -1.7651 -0.9340 0.0298 -0.0232 -0.0175 0.21
H -2.6183 -0.9689 -0.0736 -0.0784 0.0421 0.0310 0.22

23
Properties=species:S:1:pos:R:3:forces:R:3:nbo_charge:R:1 method="wB97M-V/def2-TZVPD" lumo_energy_ev=0.5 charge=0 e_tot_ev=-10000.558 homo_ha=-0.3065 gap_ev=8.83
C 3.5805 -1.5223 1.3621 -0.0848 0.2709 0.2429 -0.59
C 2.4803 -1.0267 0.4621 0.0333 0.0196 -1.5926 -0.53
C 1.2979 -0.6554 0.8739 -0.6819 -1.0162 3.4981 0.69
O 0.3913 -0.5512 1.6348 0.9999 0.4214 -1.8194 -0.49
H 3.9207 -2.5073 1.0432 -0.0791 -0.0134 -0.0413 0.22
H 3.2343 -1.5967 2.3890 0.0623 -0.0011 0.1127 0.22
H 4.4363 -0.8459 1.3257 -0.0050 -0.0351 0.0805 0.22
H 2.6475 -1.0762 -0.6011 0.0037 0.1861 -0.1783 0.25
C -3.0162 0.7560 -0.0105 0.1080 0.2288 0.1830 -0.41
N -1.5913 0.9071 0.1744 -0.0073 -0.0421 0.5658 -0.64
C -1.0998 2.2344 -0.1213 -0.1700 -0.0897 0.2503 -0.41
H -3.2511 0.8806 -1.0677 -0.1096 -0.0400 -0.0902 0.18
H -3.6078 1.4954 0.5546 -0.0597 -0.0564 -0.0503 0.16
H -3.3171 -0.2420 0.3025 -0.0815 -0.0428 -0.0447 0.20
H -1.3008 0.6111 1.1062 -0.2377 0.2085 -0.4267 0.37
H -1.6117 3.0216 0.4552 0.0099 0.0638 -0.0841 0.16
H -1.2448 2.4406 -1.1841 0.1001 0.0710 -0.0112 0.19
H -0.0374 2.2839 0.1197 0.0376 0.0525 -0.1350 0.20
C -0.4212 -0.8973 -1.7944 2.3332 0.0114 1.6519 -0.81
H -1.0436 -1.4891 -1.1365 -0.1342 -0.2408 -0.0470 0.22
H -1.0376 -0.3522 -2.4925 0.1606 0.7391 0.2100 0.22
H 0.2762 -1.5231 -2.3435 -0.2265 -0.4382 -0.3016 0.20
H 0.3154 -0.3451 -1.0517 -1.9712 -0.2572 -1.9727 0.19

23
Properties=species:S:1:pos:R:3:forces:R:3:nbo_charge:R:1 method="wB97M-V/def2-TZVPD" lumo_energy_ev=0.9 charge=0 e_tot_ev=-10000.080 homo_ha=-0.3041 gap_ev=9.15
C 1.1671 2.9762 1.1950 2.9714 2.8137 -4.3552 -0.60
C 0.6064 2.6844 -0.2542 -1.3779 -0.8215 0.3524 -0.39
C -0.7964 1.8145 -0.1996 2.7946 1.2180 2.1154 -0.41
C -0.3557 0.3972 -0.3397 -2.1336 -1.9143 1.5016 -0.28
C -1.0342 -0.5655 0.3640 0.5147 0.0633 1.8636 -0.01
N -0.8573 -2.0100 0.1543 -0.7781 0.8207 2.3493 -0.65
C -1.1027 -2.3419 -1.1930 3.8615 3.3363 -3.2946 -0.41
H 2.3032 2.8117 1.3349 -1.7938 0.4050 -0.5050 0.21
H 0.9212 4.0513 1.2919 0.3994 -0.5655 0.7628 0.21
H 0.7083 2.4187 1.8737 -2.1231 -2.3317 2.9620 0.20
H 1.2819 2.1869 -0.9429 0.3326 -0.7959 0.4459 0.19
H 0.4700 3.5673 -0.8656 -0.4376 0.8044 0.5441 0.20
H -1.4317 2.0889 -0.9993 -0.7023 0.4545 -0.8498 0.21
H -1.3446 2.0064 0.8110 0.8957 -0.3349 -1.7911 0.20
H 0.4335 0.1639 -1.0558 -0.4013 -0.1132 0.0503 0.21
H -1.7000 -0.2277 1.2945 1.3456 -0.8969 -2.2741 0.20
H -1.4714 -2.6605 0.7058 0.9742 1.7742 -0.0409 0.37
H -1.8940 -2.9577 -1.2449 -2.6738 -2.3879 -0.8228 0.18
H -0.1799 -2.7120 -1.8029 -1.4948 0.2056 1.1777 0.18
H -1.3242 -1.3159 -1.6590 -0.1225 -1.8663 -0.1904 0.20
O 2.1255 -3.8992 0.6768 -0.5027 -0.1374 -0.1924 -0.95
H 2.2839 -4.8066 0.3696 -0.3296 0.5041 0.0952 0.47
H 1.1909 -3.6704 0.4853 0.7814 -0.2343 0.0961 0.48

23
Properties=species:S:1:pos:R:3:forces:R:3:nbo_charge:R:1 method="wB97M-V/def2-TZVPD" lumo_energy_ev=0.9 charge=0 e_tot_ev=-10002.448 homo_ha=-0.3032 gap_ev=9.17
C 2.3512 0.7564 1.0264 -0.1752 0.0480 -0.3702 -0.63
C 1.3031 0.6504 -0.0827 -0.0940 0.2016 0.6849 0.09
O 1.8456 0.0078 -1.2160 0.2214 -0.3279 -0.3148 -0.72
C -0.0012 -0.0099 0.4406 0.2767 0.1028 -0.1774 -0.05
C 0.0826 -1.5443 0.4161 -0.0839 0.4109 0.0258 -0.66
N -1.1435 0.5528 -0.2647 -0.1377 0.0630 0.1000 -0.44
C -1.2391 0.1882 -1.6630 0.0017 0.1204 -0.0053 -0.43
C -2.4055 0.3689 0.4150 0.0809 0.0116 -0.0466 -0.41
H 1.9930 1.3940 1.8293 -0.0278 0.0477 0.1449 0.21
H 3.2661 1.1840 0.6223 0.0731 0.0185 0.0007 0.22
H 2.5802 -0.2266 1.4357 0.0416 -0.1158 0.0908 0.19
H 1.0418 1.6550 -0.4308 -0.0296 -0.1256 0.0909 0.19
H 2.1812 -0.8533 -0.9416 0.0226 0.0295 -0.0636 0.46
H -0.1132 0.3088 1.4838 0.0252 -0.0153 -0.0733 0.19
H 0.9282 -1.8870 1.0085 0.0909 -0.1156 0.0579 0.21
H 0.1884 -1.9107 -0.6022 0.0094 -0.0821 -0.0639 0.21
H -0.8209 -1.9717 0.8440 -0.0464 -0.1101 0.0374 0.22
H -1.9177 0.8859 -2.1550 -0.0453 -0.0434 -0.0794 0.20
H -1.6265 -0.8304 -1.8173 0.0199 -0.0393 -0.0358 0.16
H -0.2597 0.2694 -2.1257 -0.0346 -0.0437 -0.1167 0.23
H -3.1544 0.9906 -0.0756 -0.1009 -0.0191 0.0370 0.20
H -2.7671 -0.6716 0.4024 -0.0306 -0.0222 0.0095 0.16
H -2.3124 0.6933 1.4506 -0.0572 0.0060 0.0671 0.20

23
Properties=species:S:1:pos:R:3:forces:R:3:nbo_charge:R:1 method="wB97M-V/def2-TZVPD" lumo_energy_ev=0.8 charge=0 e_tot_ev=-9999.211 homo_ha=-0.2922 gap_ev=8.77
C -0.6971 0.7968 -0.4534 0.1270 0.4215 1.4054 0.16
C 0.2886 -1.5410 -1.5993 1.0703 -0.7302 1.1021 -0.02
C -0.4904 0.8124 0.9042 -1.9669 2.0944 -1.6850 -0.14
C 0.8851 -2.0297 -0.4686 -0.4580 -1.0275 -3.0901 -0.50
C 0.3099 1.9645 1.4803 0.6430 -0.6432 0.0696 -0.63
C -1.6592 0.3704 1.7627 0.3949 -0.5122 0.0756 -0.62
N 0.9262 -0.7108 -2.5466 0.0937 0.0814 -0.0202 -0.85
O 0.0321 1.5521 -1.3218 0.2825 -0.1999 0.0291 -0.74
H 0.4051 0.9451 -2.0085 -0.2202 0.1375 0.2012 0.50
H -1.5930 0.3516 -0.8780 0.1370 -0.4045 0.0447 0.16
H -0.7127 -1.8242 -1.8845 -0.2172 0.1699 0.2261 0.20
H 0.6020 -0.5057 1.3527 1.6441 -1.9904 -0.2503 0.03
H 0.6472 -0.8761 -3.5049 -0.0049 -0.0637 0.1318 0.39
H 1.9349 -0.7050 -2.4641 -0.0403 -0.0530 -0.0188 0.38
H 1.9689 -2.0672 -0.4553 -0.0055 0.3344 0.3721 0.20
H 1.1074 -1.2194 1.2004 -1.4471 2.2355 0.8658 0.00
H 0.3739 -2.8523 0.0107 -0.0563 0.2730 0.3977 0.22
H 1.0824 2.2915 0.7877 0.0905 -0.0811 0.0354 0.23
H -2.3103 1.2007 2.0510 0.1781 0.1025 -0.0754 0.21
H -0.3129 2.8371 1.6852 -0.2512 -0.1321 -0.0094 0.21
H 0.7734 1.6581 2.4201 0.1123 0.1387 0.0543 0.20
H -2.2810 -0.3655 1.2507 0.0405 -0.0632 -0.0069 0.21
H -1.2806 -0.0835 2.6794 -0.1464 -0.0876 0.1454 0.21